{"formula": "C5H14NO", "method": "ωB97M-V/def2-TZVPD", "species": ["C", "C", "C", "C", "C", "N", "H", "H", "H", "H", "H", "H", "H", "H", "H", "H", "H", "H", "H", "H", "O"], "coordinates": [[-2.092, 1.133, -1.224], [-1.262, 0.265, -0.331], [-0.738, 0.989, 0.896], [0.296, 0.180, 1.643], [1.564, 0.545, 1.746], [-0.068, -0.219, -1.147], [-1.597, 2.044, -1.597], [-2.462, 0.639, -2.138], [-2.992, 1.515, -0.742], [-1.844, -0.608, -0.050], [-1.583, 1.197, 1.548], [-0.317, 1.958, 0.601], [-0.087, -0.725, 2.087], [2.306, -0.045, 2.248], [1.922, 1.509, 1.370], [0.743, -0.535, -0.600], [0.216, 0.597, -1.691], [-0.337, -0.949, -1.813], [2.826, -2.180, -0.915], [1.590, -2.917, -1.342], [1.887, -2.258, -0.702]], "forces_ev_per_angstrom": [[-0.8910, 0.8562, -1.2700], [0.0852, -0.0966, 0.0547], [0.4835, 0.1269, 0.3065], [-0.3690, 0.4261, -0.2874], [0.1779, 0.4552, -0.1115], [-0.5729, 0.5573, -0.4235], [0.3257, -0.2794, 0.3483], [0.2031, -0.2062, 0.3886], [0.0990, -0.2485, 0.3252], [0.1922, -0.2620, 0.0898], [-0.1877, 0.0489, 0.0020], [-0.0218, -0.0720, -0.0116], [0.1888, -0.3480, 0.1291], [0.0808, -0.2726, 0.2536], [-0.2111, -0.2915, -0.0619], [-0.0339, -0.3759, 0.2189], [0.2773, -0.1280, -0.1230], [0.1381, 0.1157, 0.2095], [0.0127, 0.0822, 0.2599], [-0.0654, -0.1371, 0.1794], [0.0884, 0.0491, -0.4765]], "mulliken_charge": [-1.5156, 0.2100, -0.6646, -0.2825, -0.6900, -0.1692, 0.4109, 0.4155, 0.3809, 0.2238, 0.3947, 0.3255, 0.3242, 0.3180, 0.2528, 0.3274, 0.4013, 0.3589, 0.3366, 0.3169, -0.6755], "total_energy_ha": -328.6532, "gap_ev": 10.61, "mol_weight_da": 104.173, "total_charge": 1}